Density functional theory data (ωB97M-V/def2-TZVPD) for a single H5OPSi molecule in a non-equilibrium geometry.

Each line ends with the Mulliken charge.
Geometry (Å):
1 P -1.90344 0.18025 0.11154  0.082
2 Si 1.04562 0.29950 0.07444  0.434
3 O -0.44861 0.42772 -0.57264  -0.179
4 H 1.98288 1.11302 -0.72571  -0.129
5 H -1.76473 -1.12253 0.35125  0.018
6 H -1.67048 0.63016 1.33665  0.009
7 H 1.46072 -1.07883 -0.34440  -0.104
8 H 1.23056 0.76196 1.36103  -0.131

Properties
HOMO energy ... -9.460 eV
Orbital gap ... 10.2998 eV
ΔE to the lowest compared entry with this formula, charge and spin ... 0.00 kJ/mol
F_max ... 3.6 eV Å⁻¹
2S+1 ... 1
Lowest unoccupied orbital energy ... 0.8 eV
Molar mass ... 80.10 g/mol
Structure (SMILES) ... [SiH3]OP
DFT total energy ... -19294.622 eV

---

Density functional theory data (ωB97M-V/def2-TZVPD) for 2 unconnected molecules or ions with the total composition H5OPSi in a non-equilibrium geometry.

Each line ends with the Mulliken charge.
Geometry (Å):
1 P 1.43769 -1.17635 -1.86987  0.055
2 Si -1.08461 -0.04513 0.60319  0.385
3 O -0.91445 -0.21356 -0.91379  -0.181
4 H 1.46008 -1.06391 -0.55149  -0.060
5 H -1.58719 1.24589 1.07516  -0.041
6 H -2.25204 -0.75452 1.35048  -0.065
7 H 0.12149 -0.78896 1.12722  -0.109
8 H 1.67195 0.18975 -1.80005  0.017

Properties
HOMO energy (spin up / spin down) ... -8.226 / -10.506 eV
Orbital gap (spin up / spin down) ... 9.0991 / 6.6939 eV
F_max ... 6.0 eV Å⁻¹
2S+1 ... 3
Lowest unoccupied orbital energy (spin up / spin down) ... 0.9 / -3.8 eV
Molar mass ... 80.10 g/mol
DFT total energy ... -19289.907 eV